Entry from OMol25: C22H46N2O2SSi4TeW as an isolated structure (ωB97M-V with the def2-TZVPD basis set).

The geometry in XYZ format:
```
79
C22H46N2O2SSi4TeW | OMol25 | ωB97M-V with the def2-TZVPD basis set
W 2.99 0.24 0.17
C 2.70 -0.19 4.42
C 2.70 0.48 3.09
O 2.97 -0.28 2.12
C 2.43 1.89 2.95
C 2.01 2.60 4.10
C 1.74 3.95 4.06
C 1.89 4.64 2.86
C 2.30 3.99 1.71
C 2.56 2.63 1.75
O 3.00 2.07 0.59
H 3.01 -1.22 4.30
H 1.69 -0.17 4.84
H 3.36 0.32 5.12
H 1.90 2.08 5.04
H 1.42 4.47 4.95
H 1.68 5.70 2.82
H 2.43 4.52 0.78
C 2.41 -2.67 -3.25
N 2.80 -2.03 -1.99
C 2.97 -2.96 -0.87
C 2.88 -0.72 -1.81
S 5.06 -0.26 -0.03
N 2.99 0.13 -2.83
C 2.88 1.55 -2.55
C 3.64 -0.15 -4.12
H 1.69 -3.46 -3.01
H 3.26 -3.13 -3.76
H 1.93 -1.96 -3.91
H 2.17 -3.70 -0.90
H 2.90 -2.45 0.09
H 3.94 -3.45 -0.93
H 2.19 1.72 -1.70
H 2.41 2.06 -3.39
H 3.86 2.00 -2.36
H 4.12 -1.12 -4.12
H 4.42 0.60 -4.26
H 2.93 -0.08 -4.94
C -4.06 -2.15 -2.37
Si -2.27 -1.72 -2.08
C -1.56 -0.69 -3.49
C -1.22 -3.25 -1.84
Si -2.15 -0.44 -0.10
Te 0.45 -0.15 0.17
Si -2.59 1.89 -0.24
C -1.45 2.69 -1.49
C -4.38 2.00 -0.78
C -2.31 2.63 1.45
Si -2.72 -1.48 1.96
C -2.47 -3.32 1.78
C -4.51 -1.03 2.23
C -1.63 -0.80 3.32
H -4.16 -2.74 -3.28
H -4.69 -1.27 -2.47
H -4.46 -2.75 -1.55
H -1.52 -1.29 -4.40
H -0.55 -0.34 -3.26
H -2.18 0.19 -3.70
H -1.21 -3.85 -2.75
H -1.60 -3.88 -1.03
H -0.19 -2.98 -1.59
H -1.50 2.20 -2.47
H -0.41 2.67 -1.15
H -1.73 3.74 -1.64
H -4.53 1.57 -1.77
H -4.69 3.04 -0.82
H -5.04 1.49 -0.08
H -1.29 2.47 1.80
H -3.00 2.21 2.19
H -2.49 3.71 1.43
H -3.12 -3.74 1.01
H -2.71 -3.83 2.72
H -1.43 -3.57 1.53
H -5.15 -1.37 1.42
H -4.65 0.04 2.34
H -4.87 -1.51 3.15
H -0.58 -1.10 3.17
H -1.96 -1.20 4.28
H -1.66 0.29 3.38
```

charge: +2
LUMO energy (spin up / spin down): -7.5 / -7.5 eV

Löwdin atomic charge list, values in e, 8 entries: 0.942, 0.034, -0.305, -0.253, -0.094, 0.011, -0.030, -0.006

---

Entry from OMol25: a 3-piece molecular cluster, C3H14NO2 overall at a distorted geometry (ωB97M-V with the def2-TZVPD basis set).

The geometry in XYZ format:
```
20
C3H14NO2 | OMol25 | ωB97M-V with the def2-TZVPD basis set
C -1.46 -1.36 0.96
C -0.51 -0.26 1.50
C 0.87 -0.76 1.95
N -0.21 0.62 0.34
H -2.55 -1.06 0.98
H -1.18 -1.93 -0.01
H -1.46 -2.06 1.66
H -0.99 0.32 2.28
H 0.70 -1.64 2.57
H 1.26 -0.06 2.62
H 1.58 -0.97 1.12
H -0.35 0.00 -0.50
H -1.03 1.42 0.27
H 0.76 1.10 0.38
H -1.83 0.30 -5.34
H -1.65 1.26 -6.57
O -1.23 1.11 -5.62
H 3.28 1.46 1.20
H 3.24 1.12 -0.27
O 2.75 1.41 0.45
```

charge: +1
LUMO energy: -3.3 eV

natural (NBO) atomic charge list, values in e, 8 entries: -0.647, -0.047, -0.632, -0.732, 0.242, 0.229, 0.235, 0.229

---

Entry from OMol25: C31H29Br2CrGeN4 as an isolated structure (ωB97M-V with the def2-TZVPD basis set).

The geometry in XYZ format:
```
68
C31H29Br2CrGeN4 | OMol25 | ωB97M-V with the def2-TZVPD basis set
Cr -0.35 0.16 0.28
Br -3.99 -0.21 -5.30
C -2.89 -0.14 -3.75
C -2.15 1.07 -3.50
C -1.39 1.10 -2.37
N -1.26 0.09 -1.47
C -1.97 -1.11 -1.74
C -2.81 -1.18 -2.91
C -1.75 -2.10 -0.83
C -2.30 -3.43 -0.87
C -1.94 -4.32 0.06
Br -2.67 -6.08 0.06
C -1.03 -3.97 1.12
C -0.57 -2.70 1.12
N -0.87 -1.74 0.22
H -2.21 1.92 -4.16
H -0.85 2.01 -2.13
H -3.38 -2.08 -3.10
H -3.01 -3.70 -1.64
H -0.74 -4.68 1.89
H 0.08 -2.37 1.93
N 1.44 -0.16 1.57
C 2.46 0.86 1.35
C 1.78 2.15 0.93
N 0.96 1.88 -0.25
H 0.83 0.07 2.35
H 1.86 -1.07 1.73
H 3.11 0.52 0.54
H 3.10 1.04 2.22
H 2.53 2.93 0.77
H 1.10 2.47 1.72
H 1.52 1.91 -1.10
H 0.20 2.54 -0.33
C -1.34 0.95 1.33
Ge -3.12 1.10 1.95
C -4.05 2.54 0.97
C -4.66 3.62 1.58
C -5.25 4.64 0.83
C -5.24 4.57 -0.55
C -4.63 3.49 -1.19
C -4.04 2.49 -0.43
C -3.15 1.60 3.86
C -2.31 2.63 4.31
C -2.27 2.99 5.65
C -3.06 2.31 6.57
C -3.90 1.29 6.15
C -3.94 0.94 4.80
C -4.22 -0.51 1.76
C -5.47 -0.49 1.16
C -6.21 -1.66 1.00
C -5.70 -2.86 1.46
C -4.45 -2.90 2.06
C -3.72 -1.73 2.21
H -4.68 3.69 2.67
H -5.72 5.48 1.33
H -5.70 5.36 -1.14
H -4.62 3.43 -2.27
H -3.56 1.66 -0.94
H -1.68 3.15 3.60
H -1.62 3.79 5.98
H -3.03 2.59 7.62
H -4.52 0.76 6.86
H -4.59 0.14 4.48
H -5.88 0.45 0.79
H -7.18 -1.62 0.52
H -6.26 -3.78 1.33
H -4.03 -3.84 2.40
H -2.73 -1.78 2.65
```

charge: -1
LUMO energy: 2.1 eV

natural (NBO) atomic charge list, values in e, 8 entries: 0.377, -0.015, -0.090, -0.437, 0.094, -0.574, 0.108, -0.252

---

Entry from OMol25: C12H28B3FI2N2O4P as an isolated structure at a distorted geometry (ωB97M-V with the def2-TZVPD basis set).

The geometry in XYZ format:
```
53
C12H28B3FI2N2O4P | OMol25 | ωB97M-V with the def2-TZVPD basis set
C -6.61 -2.12 -2.20
C -6.71 -0.56 -1.88
I -8.80 -0.24 -1.19
C -5.77 -0.10 -0.67
I -6.28 1.89 0.12
B -4.20 -0.02 -1.04
O -3.61 0.79 -2.07
B -2.44 1.46 -1.59
F -1.96 2.62 -2.25
O -1.66 1.01 -0.46
B -2.52 0.24 0.45
P -2.68 0.58 2.34
N -2.49 2.35 2.50
O -1.42 -0.15 3.21
O -3.28 -0.80 -0.21
H -6.62 -2.27 -3.33
H -5.69 -2.61 -1.74
H -7.53 -2.67 -1.81
H -6.58 0.10 -2.80
H -5.88 -0.80 0.22
H -3.37 2.71 2.08
H -1.77 2.58 1.79
H -1.82 -0.39 4.07
C 5.56 0.10 -1.98
C 5.60 0.95 -0.71
C 4.93 0.37 0.53
N 3.41 0.20 0.51
C 3.01 -0.11 1.96
C 1.56 -0.54 2.11
C 1.23 -1.71 1.21
C 1.56 -1.38 -0.23
C 3.01 -0.96 -0.40
C 2.76 1.49 0.07
H 4.64 0.25 -2.54
H 6.37 0.39 -2.65
H 5.68 -0.96 -1.76
H 5.23 1.95 -0.93
H 6.66 1.08 -0.45
H 5.15 1.04 1.37
H 5.36 -0.61 0.78
H 3.67 -0.92 2.30
H 3.22 0.78 2.56
H 1.37 -0.81 3.15
H 0.89 0.30 1.89
H 0.17 -1.97 1.30
H 1.80 -2.59 1.53
H 0.89 -0.59 -0.59
H 1.37 -2.25 -0.86
H 3.16 -0.65 -1.43
H 3.68 -1.79 -0.17
H 3.01 1.67 -0.97
H 3.13 2.29 0.71
H 1.67 1.40 0.17
```

charge: +1
LUMO energy: -2.8 eV

natural (NBO) atomic charge list, values in e, 8 entries: -0.661, -0.311, 0.077, -0.720, 0.152, 1.186, -0.912, 1.407

---

Entry from OMol25: C13H12N9OPRuS4 as an isolated structure (ωB97M-V with the def2-TZVPD basis set).

The geometry in XYZ format:
```
41
C13H12N9OPRuS4 | OMol25 | ωB97M-V with the def2-TZVPD basis set
Ru -0.92 1.07 0.77
O 4.61 3.48 -2.36
C 3.64 3.12 -1.78
S 2.00 3.18 -2.49
C 1.18 2.46 -1.13
C 1.96 2.11 -0.01
S 1.29 1.44 1.36
S 3.67 2.44 -0.13
S -0.48 2.25 -1.12
N -3.75 0.40 2.62
C -3.92 0.68 1.30
N -5.09 0.71 0.69
N -4.79 0.99 -0.59
N -3.54 1.17 -0.76
N -2.92 0.93 0.44
C -2.54 0.24 3.23
N -2.38 -0.13 4.48
N -1.04 -0.18 4.65
N -0.42 0.14 3.58
N -1.35 0.44 2.62
H -4.57 0.21 3.16
C -1.09 -2.20 0.54
P -0.53 -0.77 -0.43
C -1.40 -0.93 -2.00
C 1.21 -1.05 -0.81
C 2.06 -1.57 0.18
C 3.41 -1.68 -0.07
C 3.94 -1.28 -1.29
C 3.11 -0.76 -2.27
C 1.74 -0.65 -2.03
H -0.64 -2.16 1.53
H -0.82 -3.12 0.03
H -2.17 -2.13 0.66
H -1.14 -1.87 -2.48
H -1.15 -0.10 -2.67
H -2.47 -0.88 -1.81
H 1.66 -1.86 1.14
H 4.06 -2.08 0.70
H 5.00 -1.37 -1.47
H 3.51 -0.45 -3.22
H 1.10 -0.24 -2.80
```

LUMO energy (spin up / spin down): -3.1 / -2.7 eV

natural (NBO) atomic charge list, values in e, 8 entries: 0.188, -0.513, 0.219, 0.377, -0.434, -0.429, 0.317, 0.391

---

Entry from OMol25: C24H80B2O16PtSSr as an isolated structure at a distorted geometry (ωB97M-V with the def2-TZVPD basis set).

The geometry in XYZ format:
```
125
C24H80B2O16PtSSr | OMol25 | ωB97M-V with the def2-TZVPD basis set
Pt -1.47 0.43 -3.77
Sr -0.10 0.95 0.24
B 1.90 -0.39 1.17
H 2.09 0.45 0.52
H 1.05 -0.89 0.73
H 2.73 -1.08 1.17
H 1.62 -0.11 2.17
B -1.17 -0.52 -1.64
H -0.26 -0.11 -2.06
H -0.87 -1.15 -0.82
H -1.74 0.31 -1.26
H -1.69 -1.06 -2.42
S -0.07 2.62 -2.68
O 0.47 2.60 -1.33
O 0.36 1.55 -3.51
O -1.48 2.38 -2.58
O 0.16 3.88 -3.30
C 5.77 -0.24 3.19
C 5.77 -0.58 1.74
O 5.33 0.58 0.97
H 6.04 -1.15 3.71
H 4.76 0.02 3.51
H 6.43 0.62 3.34
H 5.16 -1.42 1.40
H 6.75 -0.86 1.37
H 4.38 0.51 0.91
C 4.98 4.24 -1.89
C 3.83 3.26 -1.68
O 2.66 4.08 -1.61
H 4.98 5.05 -1.16
H 5.17 4.64 -2.89
H 5.87 3.68 -1.60
H 3.98 2.57 -0.85
H 3.71 2.50 -2.46
H 1.85 3.57 -1.53
C -3.95 -5.27 -1.11
C -2.94 -4.23 -0.68
O -3.43 -2.91 -0.61
H -4.82 -5.42 -0.47
H -3.52 -6.27 -1.21
H -4.30 -5.01 -2.11
H -2.07 -4.23 -1.34
H -2.40 -4.50 0.23
H -2.90 -2.27 -1.09
C -0.66 -3.47 -3.46
C -0.31 -2.40 -4.56
O -1.42 -1.54 -4.88
H -0.53 -3.09 -2.44
H -0.01 -4.33 -3.60
H -1.73 -3.66 -3.57
H 0.22 -2.73 -5.46
H 0.47 -1.88 -4.01
H -2.04 -2.04 -5.41
C -4.56 -1.78 -3.29
C -4.47 -0.39 -2.77
O -3.66 0.55 -3.41
H -3.60 -2.17 -3.61
H -5.20 -1.73 -4.17
H -5.07 -2.44 -2.58
H -4.26 -0.40 -1.70
H -5.49 0.00 -2.88
H -4.26 1.05 -3.97
C -2.54 0.40 5.73
C -1.10 0.77 5.91
O -0.48 0.31 4.80
H -3.08 1.02 5.02
H -2.93 0.52 6.74
H -2.66 -0.64 5.42
H -0.57 0.59 6.85
H -0.98 1.84 5.81
H 0.47 0.15 4.91
C 2.61 3.28 2.25
C 1.29 2.81 2.94
O 0.21 2.80 2.01
H 2.78 2.70 1.34
H 3.48 3.34 2.90
H 2.39 4.29 1.93
H 1.12 3.39 3.84
H 1.47 1.81 3.33
H -0.06 3.72 1.91
C -3.61 4.73 -3.16
C -2.58 5.49 -2.40
O -1.70 6.12 -3.31
H -4.27 4.17 -2.49
H -3.13 3.88 -3.64
H -4.18 5.35 -3.85
H -1.93 5.07 -1.64
H -3.21 6.27 -1.96
H -2.15 6.91 -3.62
C -3.43 2.51 2.03
C -3.28 2.96 0.59
O -2.19 2.39 -0.03
H -4.34 2.85 2.52
H -2.70 2.86 2.76
H -3.57 1.44 2.17
H -3.08 4.02 0.45
H -4.19 2.68 0.05
H -2.32 2.54 -0.97
C -1.42 -2.29 2.18
C -2.31 -1.07 2.13
O -1.43 -0.04 2.20
H -2.01 -3.20 2.22
H -0.86 -2.33 3.11
H -0.73 -2.21 1.33
H -3.00 -1.01 2.97
H -3.01 -1.01 1.29
H -1.18 0.07 3.12
C 3.10 -4.71 3.72
C 3.00 -3.64 2.59
O 2.20 -2.60 3.04
H 3.05 -5.70 3.27
H 2.31 -4.53 4.45
H 4.04 -4.67 4.27
H 2.58 -4.18 1.74
H 3.94 -3.16 2.33
H 2.22 -1.89 2.38
C 3.04 -3.09 -2.56
C 4.14 -2.55 -1.65
O 3.84 -3.26 -0.50
H 2.11 -2.57 -2.31
H 2.86 -4.16 -2.46
H 3.31 -2.87 -3.60
H 4.13 -1.47 -1.46
H 5.13 -2.89 -1.96
H 3.37 -2.69 0.11
```

2S+1: 3
LUMO energy (spin up / spin down): -0.6 / -2.0 eV

Löwdin atomic charge list, values in e, 8 entries: 1.281, 1.509, -0.469, -0.053, -0.067, -0.029, -0.011, -0.591

---

no.,electronic energy (Ha)
1,-3016.71323
2,-327.64564
3,-9687.09992
4,-1995.75424
5,-3099.66714
6,-2763.78323